# 1
90
Properties=species:S:1:pos:R:3 method="wB97M-V/def2-TZVPD" spin_multiplicity=4 lumo_energy_ha="0.0003 / -0.0576" largest_force_ev_per_a=6.02
Ni -2.997 1.165 -2.237
As 0.714 0.889 -0.638
F 0.151 -0.479 0.432
F -0.927 0.971 -1.300
F 1.141 2.226 -1.723
F 2.475 0.836 -0.027
F 1.200 -0.297 -1.851
F 0.393 2.071 0.636
O -2.688 -1.458 -5.270
S -2.002 -1.492 -3.975
O -2.117 -0.363 -3.039
O -2.353 -2.874 -3.108
C -2.318 -4.144 -3.808
C -1.403 -5.190 -3.190
C -0.203 -1.966 -4.233
H -2.349 -4.083 -4.896
H -3.221 -4.741 -3.676
H -1.416 -6.173 -3.661
H -1.445 -5.374 -2.117
H -0.353 -4.954 -3.362
H -0.090 -3.007 -4.538
H 0.447 -1.891 -3.361
H 0.143 -1.226 -4.954
O -3.457 5.477 -1.468
S -2.386 4.695 -2.072
O -2.501 3.228 -2.199
O -2.065 5.322 -3.590
C -2.532 6.599 -3.897
C -1.643 7.184 -5.020
C -0.766 5.240 -1.428
H -2.633 7.268 -3.043
H -3.509 6.353 -4.314
H -2.186 7.968 -5.549
H -1.466 6.444 -5.800
H -0.758 7.627 -4.565
H -0.563 4.720 -0.491
H -0.792 6.307 -1.209
H -0.026 4.968 -2.181
O -2.902 1.770 0.076
S -2.949 2.317 1.423
O -1.758 3.048 1.971
O -4.339 3.168 1.528
C -4.562 4.068 2.626
C -3.568 5.224 2.703
C -3.487 0.925 2.589
H -4.439 3.585 3.596
H -5.484 4.643 2.545
H -4.100 6.162 2.856
H -3.058 5.169 1.741
H -2.808 5.164 3.482
H -3.461 1.168 3.652
H -2.851 0.053 2.433
H -4.532 0.845 2.290
O 1.612 -7.984 1.982
S 2.364 -6.730 1.794
O 2.619 -6.224 0.448
O 1.704 -5.447 2.621
C 1.889 -4.131 2.360
C 0.576 -3.491 1.943
C 3.885 -6.735 2.711
H 2.659 -4.096 1.589
H 2.219 -3.728 3.318
H 0.309 -3.667 0.901
H 0.754 -2.417 1.997
H -0.279 -3.715 2.581
H 4.330 -5.746 2.600
H 4.529 -7.501 2.278
H 3.668 -6.941 3.759
C 5.206 -1.832 -1.275
C 4.159 -2.529 -0.359
O 4.751 -3.454 0.507
S 6.324 -3.505 0.273
O 6.689 -4.639 -0.555
O 7.012 -3.326 1.539
O 6.373 -2.028 -0.494
H 5.068 -0.777 -1.510
H 5.369 -2.484 -2.133
H 3.289 -2.986 -0.832
H 3.782 -1.783 0.340
C 0.803 1.998 3.466
C 1.215 0.548 3.292
O 1.444 -0.013 4.553
S 0.766 0.964 5.713
O 1.586 0.862 6.960
O -0.639 0.799 5.906
O 1.131 2.299 4.862
H -0.269 2.117 3.622
H 1.270 2.802 2.898
H 2.187 0.290 2.871
H 0.443 0.076 2.685

# 2
59
Properties=species:S:1:pos:R:3 method="wB97M-V/def2-TZVPD" total_charge=+1 spin_multiplicity=6 lumo_energy_ha="-0.0996 / -0.1859" relative_energy_kcal_mol=0.0 largest_force_ev_per_a=1.04
Ir 0.053 -0.884 0.180
C 4.821 -0.198 -1.001
Si 3.119 -0.119 -0.262
C 2.487 1.625 -0.362
C 3.230 -0.730 1.490
N 1.827 -1.126 -1.025
C 1.841 -1.886 -2.134
C 2.955 -2.005 -3.024
C 2.912 -2.810 -4.133
C 1.762 -3.552 -4.426
C 0.644 -3.465 -3.599
C 0.702 -2.649 -2.508
F -0.380 -2.563 -1.712
H 5.472 0.392 -0.347
H 4.880 0.244 -2.001
H 5.228 -1.213 -1.035
H 3.084 2.272 0.289
H 1.445 1.696 -0.045
H 2.561 2.006 -1.386
H 3.937 -0.102 2.042
H 3.598 -1.761 1.524
H 2.270 -0.679 2.006
H 3.844 -1.437 -2.809
H 3.774 -2.871 -4.783
H 1.735 -4.198 -5.294
H -0.261 -4.024 -3.797
C -3.688 0.934 4.307
Si -1.871 1.317 4.297
C -1.014 0.631 5.793
C -1.589 3.146 4.144
C -1.137 0.513 2.800
C -0.663 -0.020 1.807
H -4.156 1.364 5.198
H -3.872 -0.144 4.313
H -4.177 1.361 3.428
H -1.403 1.103 6.700
H 0.061 0.823 5.741
H -1.169 -0.449 5.876
H -1.950 3.665 5.038
H -2.123 3.549 3.278
H -0.525 3.371 4.026
O -0.248 -3.859 3.043
N 0.505 -3.503 2.226
O 0.373 -3.121 1.098
C -3.730 1.846 -3.009
N -2.351 1.609 -2.573
C -1.268 2.462 -3.072
C -2.042 0.640 -1.717
C -3.148 -0.204 -1.153
O -0.836 0.467 -1.403
H -3.715 2.547 -3.836
H -4.337 2.272 -2.210
H -4.198 0.928 -3.355
H -1.703 3.312 -3.590
H -0.623 1.912 -3.757
H -0.659 2.818 -2.245
H -3.954 0.418 -0.763
H -2.757 -0.821 -0.351
H -3.569 -0.850 -1.928

# 3
15
Properties=species:S:1:pos:R:3 method="wB97M-V/def2-TZVPD" total_charge=+1 spin_multiplicity=2 lumo_energy_ha="-0.2270 / -0.2269" largest_force_ev_per_a=5.07
Al 1.320 -1.809 1.206
O 1.247 -3.083 3.863
H 0.855 -3.110 4.758
O 3.316 -0.714 -0.510
H 3.216 0.256 -0.445
O -1.188 -2.499 -0.272
H -1.764 -1.838 -0.702
C -0.491 1.313 -0.687
O 0.331 0.639 -0.089
N -1.510 1.882 -0.186
N -0.516 1.551 -2.004
H -2.154 2.207 -0.893
H -1.610 1.921 0.818
H -1.230 2.206 -2.289
H 0.176 1.077 -2.568

# 4
10
Properties=species:S:1:pos:R:3 method="wB97M-V/def2-TZVPD" lumo_energy_ha=0.0237 relative_energy_kcal_mol=55.0 largest_force_ev_per_a=2.52 smiles=OCN(S)S
C -0.743 -0.686 -0.053
N 0.353 0.301 -0.385
O -0.523 -1.236 1.180
S 0.526 1.436 0.922
S 0.498 1.021 -1.963
H -1.864 -0.439 -0.084
H -0.653 -1.329 -0.863
H -1.032 -0.701 1.847
H 1.625 0.705 1.570
H 1.814 0.928 -2.171